{"formula": "C44H116O10S10", "method": "wB97M-V/def2-TZVPD", "e_homo_ev": -8.59, "e_tot_ev": -176320.26118, "homo_lumo_gap_ev": 8.5143, "e_lumo_ev": -0.08, "total_charge": 0, "species": ["C", "S", "O", "C", "H", "H", "H", "H", "H", "H", "C", "S", "O", "C", "H", "H", "H", "H", "H", "H", "C", "S", "O", "C", "H", "H", "H", "H", "H", "H", "C", "S", "O", "C", "H", "H", "H", "H", "H", "H", "C", "S", "O", "C", "H", "H", "H", "H", "H", "H", "C", "S", "O", "C", "H", "H", "H", "H", "H", "H", "C", "S", "O", "C", "H", "H", "H", "H", "H", "H", "C", "S", "O", "C", "H", "H", "H", "H", "H", "H", "C", "S", "O", "C", "H", "H", "H", "H", "H", "H", "C", "S", "O", "C", "H", "H", "H", "H", "H", "H", "C", "C", "C", "C", "C", "C", "H", "H", "H", "H", "H", "H", "H", "H", "H", "H", "H", "H", "H", "H", "C", "C", "C", "C", "C", "C", "H", "H", "H", "H", "H", "H", "H", "H", "H", "H", "H", "H", "H", "H", "C", "C", "C", "C", "C", "C", "H", "H", "H", "H", "H", "H", "H", "H", "H", "H", "H", "H", "H", "H", "C", "C", "C", "C", "C", "C", "H", "H", "H", "H", "H", "H", "H", "H", "H", "H", "H", "H", "H", "H"], "positions_angstrom": [[-7.185, -1.378, -5.762], [-5.474, -2.105, -5.517], [-5.658, -3.598, -5.497], [-4.648, -1.570, -7.064], [-7.849, -1.415, -4.899], [-7.493, -2.086, -6.531], [-7.279, -0.308, -5.948], [-4.498, -0.494, -7.153], [-5.264, -1.848, -7.919], [-3.698, -2.029, -7.335], [-1.801, -6.830, -3.445], [-0.406, -6.360, -4.691], [-1.185, -5.494, -5.757], [0.722, -5.277, -3.744], [-1.388, -7.316, -2.561], [-2.523, -7.445, -3.984], [-2.230, -5.880, -3.128], [1.144, -5.734, -2.850], [0.115, -4.390, -3.560], [1.598, -5.103, -4.369], [-12.714, -0.046, 2.474], [-11.124, -0.909, 2.758], [-11.525, -2.305, 2.188], [-10.331, -0.023, 1.328], [-13.098, -0.113, 1.456], [-12.494, 1.011, 2.626], [-13.470, -0.460, 3.140], [-9.283, -0.169, 1.068], [-10.439, 1.045, 1.519], [-10.943, -0.489, 0.555], [5.087, 1.783, -4.938], [5.963, 0.261, -4.324], [4.888, -0.817, -4.014], [6.680, -0.244, -5.922], [4.623, 2.143, -4.020], [4.410, 1.545, -5.758], [5.703, 2.662, -5.128], [7.120, -1.240, -5.981], [7.540, 0.305, -6.306], [5.952, -0.183, -6.731], [0.685, -7.461, 6.762], [1.523, -8.141, 5.266], [1.252, -9.647, 5.370], [0.450, -7.316, 3.954], [0.711, -8.319, 7.434], [-0.331, -7.084, 6.646], [1.033, -6.509, 7.163], [0.390, -6.263, 4.229], [-0.533, -7.784, 4.013], [0.837, -7.346, 2.935], [-4.300, 5.140, 3.046], [-3.082, 6.237, 2.211], [-3.381, 6.219, 0.754], [-3.747, 7.792, 2.920], [-4.288, 4.069, 2.846], [-5.342, 5.372, 2.825], [-4.067, 5.270, 4.103], [-4.749, 7.868, 2.499], [-3.133, 8.619, 2.564], [-3.701, 7.819, 4.009], [10.185, -0.066, 3.464], [10.541, -1.057, 1.942], [12.074, -1.118, 1.973], [9.902, -2.747, 2.458], [10.554, 0.955, 3.372], [10.856, -0.422, 4.246], [9.111, 0.015, 3.626], [8.839, -2.629, 2.669], [10.428, -3.122, 3.336], [10.011, -3.446, 1.629], [5.609, -2.880, 6.997], [7.136, -3.915, 7.418], [8.328, -2.941, 7.222], [6.754, -3.736, 9.256], [5.152, -3.408, 6.160], [5.806, -1.843, 6.726], [4.853, -2.883, 7.782], [7.415, -4.358, 9.859], [5.739, -3.920, 9.607], [7.032, -2.698, 9.444], [6.673, -5.635, -2.411], [6.919, -7.309, -1.699], [5.650, -7.516, -0.899], [6.783, -8.315, -3.236], [5.836, -5.537, -3.102], [7.628, -5.391, -2.877], [6.447, -4.923, -1.618], [6.870, -7.761, -4.171], [5.854, -8.884, -3.270], [7.525, -9.108, -3.141], [-0.268, 3.536, -3.328], [-0.299, 2.521, -4.983], [0.699, 3.154, -5.885], [0.373, 0.970, -4.163], [-1.073, 3.130, -2.716], [-0.563, 4.579, -3.444], [0.762, 3.514, -2.974], [0.953, 1.005, -3.241], [1.034, 0.404, -4.819], [-0.413, 0.269, -3.881], [2.100, -1.909, 0.988], [1.093, -0.748, 1.128], [-0.438, -1.125, 0.962], [-1.528, -0.077, 0.712], [-2.748, -0.420, -0.160], [-3.594, 0.807, -0.569], [1.649, -2.813, 1.398], [3.012, -1.607, 1.503], [2.282, -2.249, -0.031], [1.298, -0.385, 2.135], [1.419, -0.054, 0.354], [-0.714, -1.809, 1.765], [-0.265, -1.708, 0.057], [-1.900, 0.183, 1.703], [-1.135, 0.851, 0.297], [-2.333, -1.013, -0.975], [-3.391, -1.072, 0.431], [-4.243, 0.508, -1.392], [-4.363, 1.028, 0.171], [-3.129, 1.742, -0.882], [-6.510, 1.526, 8.196], [-5.769, 0.405, 7.492], [-6.710, -0.560, 6.744], [-6.034, -1.885, 6.483], [-5.390, -2.102, 5.046], [-4.948, -3.535, 4.718], [-5.901, 2.326, 8.617], [-6.881, 1.107, 9.131], [-7.265, 2.003, 7.571], [-5.155, 0.871, 6.720], [-5.008, -0.082, 8.102], [-6.849, -0.059, 5.786], [-7.586, -0.824, 7.337], [-5.307, -2.039, 7.281], [-6.867, -2.588, 6.488], [-6.036, -1.879, 4.196], [-4.541, -1.433, 4.907], [-5.702, -4.321, 4.667], [-4.211, -3.484, 3.917], [-4.500, -3.802, 5.675], [9.152, 5.029, -0.600], [7.793, 5.391, 0.177], [7.129, 4.162, 0.814], [5.583, 4.525, 1.083], [4.935, 3.533, 2.032], [3.461, 4.106, 2.292], [9.905, 4.692, 0.112], [9.493, 5.925, -1.118], [8.933, 4.372, -1.442], [7.886, 6.157, 0.947], [7.026, 5.847, -0.449], [7.556, 3.720, 1.714], [7.195, 3.236, 0.243], [5.597, 5.420, 1.706], [5.201, 4.697, 0.077], [4.996, 2.499, 1.693], [5.537, 3.482, 2.940], [2.838, 3.397, 2.837], [3.490, 4.955, 2.975], [3.011, 4.608, 1.435], [-5.533, 5.101, -5.217], [-4.781, 4.882, -6.496], [-4.083, 6.178, -7.101], [-3.310, 5.888, -8.434], [-2.454, 7.037, -8.925], [-0.976, 6.983, -8.411], [-5.948, 4.181, -4.806], [-6.293, 5.847, -5.448], [-4.873, 5.505, -4.449], [-4.068, 4.076, -6.326], [-5.487, 4.661, -7.296], [-3.326, 6.432, -6.359], [-4.748, 7.027, -7.262], [-2.607, 5.076, -8.248], [-4.107, 5.620, -9.127], [-2.544, 6.852, -9.995], [-2.893, 7.969, -8.570], [-1.047, 7.367, -7.393], [-0.689, 5.941, -8.551], [-0.339, 7.733, -8.879]]}